[1]
{"formula": "C40H45N4OPdS", "method": "the ωB97M-V functional and the def2-TZVPD basis", "symbols": ["C", "H", "H", "H", "H", "H", "C", "H", "C", "C", "H", "C", "H", "C", "H", "H", "C", "H", "C", "C", "C", "C", "C", "C", "C", "C", "H", "C", "C", "C", "H", "H", "H", "C", "H", "C", "C", "C", "C", "Pd", "N", "C", "C", "H", "H", "C", "N", "N", "H", "C", "S", "C", "H", "H", "H", "H", "H", "H", "C", "H", "C", "C", "H", "H", "H", "H", "C", "H", "H", "C", "H", "H", "C", "H", "C", "H", "C", "H", "H", "N", "C", "H", "H", "C", "H", "O", "C", "H", "C", "H", "H", "H"], "positions_angstrom": [[4.00, -2.35, 0.20], [5.23, -0.59, -3.72], [-1.24, -0.13, -4.15], [3.93, -4.44, -0.28], [-3.34, 0.01, -2.46], [5.05, -2.36, 0.44], [3.28, 1.27, -4.47], [-5.55, -4.25, -1.62], [-4.04, -2.86, -1.25], [-2.41, 1.57, 2.87], [-2.86, -0.49, 2.58], [-0.96, 5.10, -1.06], [-0.78, 0.40, 4.62], [-1.25, -0.11, -3.05], [3.24, 0.68, 4.85], [3.29, -0.20, -6.05], [-0.74, -2.24, 2.34], [-1.54, -4.43, 1.70], [1.63, 3.44, 3.72], [-2.53, -0.73, -2.51], [2.33, 2.61, 4.59], [-1.39, 2.61, -0.59], [-1.28, -0.40, 4.06], [-1.77, 5.77, -0.16], [1.62, 1.70, 2.05], [-0.25, -1.03, 3.13], [-1.57, -1.15, 4.81], [-2.28, -4.14, 0.97], [-4.23, -5.15, -0.26], [-2.59, 3.90, 1.29], [4.83, 0.61, -5.85], [3.79, -0.24, 0.55], [-4.81, -6.07, -0.33], [3.29, -1.16, 0.28], [0.00, 1.61, -2.77], [3.17, -1.12, -3.46], [1.21, 0.10, 0.11], [2.34, 0.88, 2.92], [1.21, 1.29, 0.70], [-1.18, -0.21, 0.07], [-1.90, 1.61, 1.50], [4.39, -0.92, -4.34], [-1.94, 2.69, 0.80], [0.12, -2.87, 2.07], [-0.41, -0.73, -2.72], [1.91, -1.14, -0.01], [-1.48, -1.87, 1.14], [-2.25, -1.27, -1.19], [-3.16, 5.89, 1.42], [1.30, -2.32, -0.48], [2.72, 0.53, -2.89], [3.98, 0.19, -5.31], [-0.37, 5.72, -1.73], [3.33, -1.74, -2.57], [4.69, -1.83, -4.86], [2.62, -0.12, 2.61], [0.12, -0.28, 2.43], [2.32, -1.51, -4.02], [-2.54, 0.15, 3.40], [3.95, 2.06, -4.14], [-4.64, -4.09, -1.04], [-0.83, 3.73, -1.27], [-3.35, 0.13, 4.13], [-2.87, -1.54, -3.16], [0.73, 3.64, 1.79], [2.61, 2.96, 5.57], [-1.03, 1.31, -2.56], [-1.80, 6.84, -0.24], [1.36, 4.44, 4.03], [-2.55, 5.19, 0.86], [-1.39, -2.84, 2.99], [-0.19, 3.47, -2.10], [-2.23, -2.80, 0.55], [-1.73, 2.15, 3.50], [2.02, -3.50, -0.57], [-4.54, -2.20, -1.95], [2.68, 1.33, 4.18], [-3.39, 2.06, 2.93], [0.28, -2.26, -0.81], [-1.34, 1.41, -1.13], [-3.14, -5.16, 0.60], [0.80, 2.11, 0.11], [0.61, -1.34, 3.73], [3.36, -3.52, -0.21], [1.54, -4.40, -0.93], [3.74, 0.94, -1.88], [1.28, 2.99, 2.46], [-1.69, 2.00, -3.09], [-2.87, -2.32, -0.68], [2.43, 1.73, -4.98], [-2.94, -6.11, 1.09], [-3.21, 3.73, 2.15]], "relative_energy_kj_mol": 112.1, "homo_lumo_gap_ha": [0.1544, 0.1549], "total_energy_ha": -2371.16798, "fmax_ev_per_a": 1.69, "homo_ha": [-0.339, -0.339], "spin_multiplicity": 1, "charge": 1}

[2]
{"formula": "C39H41BBrN10RbS4", "method": "the ωB97M-V functional and the def2-TZVPD basis", "symbols": ["H", "C", "H", "H", "C", "H", "C", "H", "H", "S", "Rb", "C", "H", "C", "N", "H", "H", "H", "C", "C", "C", "C", "C", "H", "H", "N", "C", "S", "C", "S", "C", "H", "C", "H", "C", "H", "C", "H", "C", "H", "H", "H", "H", "C", "B", "H", "C", "H", "H", "H", "H", "N", "N", "C", "C", "Br", "H", "C", "C", "C", "N", "H", "H", "H", "C", "H", "H", "C", "C", "H", "H", "N", "C", "C", "N", "C", "C", "C", "N", "H", "H", "C", "H", "C", "H", "H", "C", "H", "N", "H", "C", "C", "H", "S", "C", "C", "N"], "positions_angstrom": [[-6.50, -1.73, 4.35], [4.14, -1.14, -5.08], [-5.29, 0.20, 5.57], [2.93, -0.24, -1.37], [6.76, -1.82, -4.70], [2.77, 3.81, -3.91], [1.77, 4.23, -3.87], [-1.44, -1.14, 3.97], [1.09, 3.52, -4.42], [1.24, 1.07, 4.48], [-0.38, 0.68, 1.61], [-4.65, 0.23, 4.71], [1.52, 6.53, -2.32], [-1.65, -2.15, 3.62], [2.77, -0.71, -5.29], [4.17, -3.81, 4.15], [6.13, -3.14, -3.20], [1.77, 5.18, -4.39], [5.11, -0.53, -5.86], [-0.48, -2.73, 1.42], [1.22, 5.65, -1.80], [-6.00, -1.54, 3.39], [0.88, -0.03, -4.49], [0.69, 6.69, 0.03], [-1.65, 1.36, 5.34], [-3.07, 1.11, -0.08], [-3.49, 0.96, 4.38], [0.45, -0.62, -6.05], [2.65, -1.03, 5.47], [2.88, -1.75, -7.71], [3.42, -2.84, 1.79], [0.35, -3.25, 1.85], [3.22, -2.20, 3.01], [0.93, 2.34, -2.13], [2.10, -1.06, -6.38], [3.78, -2.64, 6.31], [3.63, -2.86, 4.21], [-5.74, 1.84, -1.93], [-3.68, 1.98, -0.92], [-2.47, 2.80, 4.84], [-6.81, -0.74, 0.57], [2.49, 1.04, -0.28], [-0.95, -2.83, 4.09], [2.23, -0.38, 4.33], [-3.74, -0.93, 1.28], [1.07, -2.77, -1.12], [4.44, -2.08, -4.13], [-0.26, -3.81, -1.61], [-6.02, -1.60, -0.78], [-2.64, -2.47, 3.89], [-2.34, 2.84, -2.36], [-3.07, 0.67, 3.15], [2.28, -0.30, 1.91], [3.15, -2.13, 0.64], [2.35, -0.02, -0.49], [-0.23, 4.82, 1.89], [-6.73, -1.23, 2.62], [0.96, 3.32, -1.66], [-4.92, -0.49, 3.56], [2.60, -0.86, 0.73], [-3.94, -0.27, 2.67], [2.36, -0.63, 6.47], [-6.96, -0.19, -1.17], [7.77, -2.04, -4.44], [1.33, 4.40, -2.45], [-0.21, -2.15, -2.03], [3.80, -3.87, 1.81], [-1.53, -2.18, 2.10], [2.56, -0.97, 3.08], [3.36, -2.59, -0.31], [1.31, -0.12, -0.82], [0.46, 3.42, -0.43], [-0.74, -2.45, 0.05], [0.38, 4.60, 0.11], [-3.94, 0.12, 0.16], [-5.14, 0.38, -0.44], [-5.01, 1.51, -1.20], [5.76, -2.47, -3.98], [2.14, -0.20, -4.18], [4.78, 0.18, -6.60], [7.20, -0.26, -6.11], [0.82, 5.78, -0.49], [-2.34, 3.67, -0.79], [3.42, -2.20, 5.40], [-4.63, -1.72, 1.16], [-3.13, 1.93, 6.20], [6.43, -0.84, -5.65], [-3.71, 3.88, -1.91], [-1.88, -1.77, -0.07], [3.59, -2.48, -3.58], [-6.31, -0.59, -0.42], [-2.65, 1.80, 5.25], [-5.55, -2.45, 2.96], [-0.24, 0.78, -3.53], [-3.00, 3.14, -1.55], [-0.01, -2.82, -1.23], [-2.33, -1.62, 1.16]], "relative_energy_kj_mol": 79.8, "homo_lumo_gap_ha": 0.2099, "total_energy_ha": -6274.23746, "fmax_ev_per_a": 2.82, "homo_ha": -0.071, "spin_multiplicity": 1, "charge": -2}

[3]
{"formula": "C22H27F5O21", "method": "the ωB97M-V functional and the def2-TZVPD basis", "symbols": ["O", "H", "O", "C", "C", "H", "H", "O", "O", "O", "C", "O", "C", "C", "O", "H", "C", "C", "H", "H", "F", "C", "C", "H", "F", "H", "C", "F", "O", "O", "O", "O", "C", "C", "O", "O", "O", "O", "C", "C", "H", "C", "H", "H", "O", "H", "H", "H", "H", "H", "H", "C", "H", "H", "H", "C", "C", "H", "C", "H", "F", "C", "O", "H", "C", "O", "H", "O", "H", "O", "H", "H", "O", "F", "C"], "positions_angstrom": [[30.88, 27.26, 8.87], [32.39, 28.08, 13.44], [30.25, 22.35, 14.41], [30.61, 25.54, 13.33], [32.06, 25.07, 13.46], [28.56, 29.01, 9.24], [32.56, 25.05, 12.49], [32.82, 33.02, 7.55], [28.00, 27.77, 13.21], [29.62, 28.45, 7.50], [30.64, 23.38, 13.99], [31.95, 23.74, 13.96], [27.44, 27.63, 8.02], [31.56, 24.28, 6.52], [31.81, 22.49, 7.88], [26.95, 28.40, 7.43], [31.28, 31.32, 7.15], [31.56, 29.86, 11.14], [29.25, 26.08, 9.10], [32.04, 25.04, 5.90], [32.62, 24.44, 8.64], [27.88, 33.01, 6.01], [33.07, 30.07, 12.83], [28.06, 30.57, 7.09], [31.27, 29.47, 14.30], [32.74, 31.35, 8.78], [31.99, 29.06, 13.21], [33.63, 31.00, 7.04], [31.80, 34.61, 6.30], [28.36, 34.24, 5.98], [31.14, 29.00, 12.11], [30.62, 21.04, 6.62], [32.50, 23.68, 7.53], [27.59, 29.13, 13.38], [29.86, 24.36, 13.47], [31.10, 23.11, 5.86], [31.08, 29.93, 10.06], [32.60, 30.59, 11.57], [27.35, 31.30, 7.48], [30.86, 27.94, 7.71], [26.78, 27.38, 8.86], [26.93, 29.46, 12.05], [30.50, 31.29, 7.91], [33.14, 30.89, 13.54], [27.56, 32.35, 5.06], [27.83, 35.08, 4.19], [28.48, 29.72, 13.58], [26.37, 31.18, 7.01], [34.03, 29.60, 12.66], [32.65, 25.64, 14.18], [25.99, 30.00, 12.09], [29.54, 27.10, 9.37], [29.54, 27.28, 10.44], [29.31, 35.65, 4.90], [29.27, 34.01, 4.11], [32.66, 31.66, 7.75], [28.74, 34.75, 4.70], [30.30, 26.25, 14.09], [27.40, 27.23, 12.13], [26.86, 29.17, 14.20], [27.80, 30.17, 11.25], [31.88, 33.48, 6.67], [27.50, 26.11, 11.77], [27.25, 31.13, 8.55], [28.74, 28.15, 8.59], [31.03, 32.51, 6.35], [31.26, 30.47, 6.48], [27.81, 32.63, 7.29], [27.58, 26.71, 7.46], [26.70, 28.21, 11.47], [33.49, 23.42, 7.15], [30.73, 24.79, 7.01], [31.75, 28.04, 6.93], [30.37, 26.05, 12.09], [31.12, 22.10, 6.76]], "homo_lumo_gap_ha": 0.3831, "total_energy_ha": -2934.00397, "fmax_ev_per_a": 1.52, "homo_ha": -0.391, "spin_multiplicity": 1}

[4]
{"formula": "C3H7Cl4Hg2O", "method": "the ωB97M-V functional and the def2-TZVPD basis", "symbols": ["Cl", "H", "C", "H", "H", "H", "Cl", "Cl", "C", "H", "O", "C", "H", "Hg", "Hg", "H", "Cl"], "positions_angstrom": [[-2.35, 1.21, 1.24], [-2.27, -0.04, 3.23], [-2.08, -0.28, 2.19], [-1.04, -0.60, 2.11], [-0.48, -2.00, -0.80], [-0.90, -0.32, -0.75], [1.41, 1.49, 1.85], [-3.14, -1.56, 1.57], [-0.26, -1.04, -1.27], [2.66, 0.96, -0.08], [-0.44, -1.02, -2.69], [2.74, 1.73, 0.70], [2.61, 2.70, 0.23], [0.50, 0.40, -4.26], [-2.12, -2.37, -3.59], [0.78, -0.78, -1.05], [4.38, 1.52, 1.37]], "relative_energy_kj_mol": 76.0, "homo_lumo_gap_ha": 0.0807, "total_energy_ha": -2339.84989, "fmax_ev_per_a": 2.07, "homo_ha": -0.707, "spin_multiplicity": 1, "charge": 3}